No. 1
{"formula": "C19H43HgN2O2P2", "method": "ωB97M-V/def2-TZVPD", "total_charge": 1, "lumo_energy_ev": -1.864, "largest_force_ev_per_a": 2.769, "mol_weight_g_mol": 594.10, "e_homo_ev": -10.17, "gap_ev": 8.31, "spin_multiplicity": 1, "elements": ["Hg", "P", "P", "N", "C", "H", "H", "C", "H", "H", "C", "H", "H", "C", "H", "H", "C", "C", "H", "H", "H", "C", "C", "H", "H", "H", "C", "C", "H", "H", "H", "C", "C", "H", "H", "H", "C", "C", "H", "H", "H", "C", "H", "H", "H", "C", "H", "H", "H", "C", "H", "H", "H", "H", "H", "H", "H", "O", "H", "H", "C", "C", "N", "O", "H", "H", "H", "H", "H"], "xyz": [[0.342034, -0.218668, -0.544163], [2.134547, 0.623770, 0.961327], [-1.982282, -0.011758, -1.429483], [-0.168191, 2.688689, -0.428871], [1.929979, 2.467563, 0.922664], [2.369135, 2.876150, 1.842352], [2.535953, 2.848484, 0.080924], [0.486053, 2.972457, 0.864078], [-0.121810, 2.503962, 1.661931], [0.457332, 4.057583, 1.041550], [-1.651459, 2.646381, -0.371731], [-2.039419, 3.676308, -0.394974], [-1.936788, 2.219862, 0.611586], [-2.267080, 1.818429, -1.509259], [-1.920370, 2.163163, -2.499749], [-3.351659, 1.990816, -1.474716], [-3.399730, -0.733521, -0.473553], [-3.142976, -2.178737, -0.037311], [-3.938097, -2.464852, 0.666506], [-2.178967, -2.288362, 0.474741], [-3.174311, -2.876590, -0.885291], [-1.989368, -0.689357, -3.147324], [-1.930261, -2.223537, -3.171941], [-1.664269, -2.519630, -4.196282], [-2.905401, -2.673845, -2.933976], [-1.161351, -2.625604, -2.498806], [3.752396, 0.203746, 0.173586], [4.086302, -1.290475, 0.297884], [4.850612, -1.516400, -0.460240], [3.219832, -1.946770, 0.116192], [4.524022, -1.524015, 1.280598], [2.183260, 0.141704, 2.757811], [2.019392, -1.364927, 2.977103], [1.911526, -1.538143, 4.059150], [2.898764, -1.931144, 2.639717], [1.126311, -1.761318, 2.480641], [1.155284, -3.033310, 0.386564], [-3.118752, -0.151987, -4.026785], [-4.097739, -0.544446, -3.728160], [-3.161373, 0.944163, -4.030033], [-2.918737, -0.488302, -5.051896], [4.920966, 1.084328, 0.618172], [5.773250, 0.853716, -0.034339], [4.703601, 2.155401, 0.520883], [5.222539, 0.880276, 1.652004], [3.399702, 0.654706, 3.533524], [3.209084, 0.514396, 4.607791], [4.304099, 0.078867, 3.295830], [3.604020, 1.721566, 3.377588], [-4.763974, -0.615830, -1.160493], [-4.871636, -1.343930, -1.975962], [-5.541171, -0.851963, -0.419405], [-4.977941, 0.389210, -1.546389], [-3.419489, -0.108510, 0.437262], [1.281978, 0.634666, 3.164072], [-1.035981, -0.303157, -3.552835], [3.554439, 0.426577, -0.891398], [0.205505, -3.679681, 0.375083], [0.071681, 3.455725, -1.046584], [0.952939, -1.453061, -1.539539], [-2.378875, 0.356497, 4.048747], [-1.681688, -0.558689, 3.092178], [-1.663238, -1.866466, 3.422801], [-1.135259, -0.160164, 2.037562], [-2.782128, -0.203688, 4.900304], [-3.199993, 0.879200, 3.544780], [-1.684070, 1.118463, 4.420188], [-1.227720, -2.533841, 2.794149], [-2.109342, -2.203141, 4.259823]], "forces_ev_per_angstrom": [[0.2, -0.3, -0.1], [-0.5, 0.2, 0.3], [-0.1, 0.3, 0.7], [-0.3, -0.2, 0.1], [0.6, 0.1, 0.3], [0.1, 0.0, -0.2], [-0.3, -0.1, 0.3], [-0.7, -0.2, -0.1], [0.3, 0.1, -0.3], [0.2, -0.2, 0.2], [0.6, -0.2, 0.5], [-0.2, -0.3, -0.1], [0.1, 0.1, -0.5], [-0.6, 0.0, -0.4], [0.0, 0.0, 0.4], [0.1, 0.0, -0.2], [0.0, 0.4, 0.0], [0.0, -0.1, 0.1], [0.2, 0.0, -0.2], [-0.2, 0.0, -0.2], [0.0, 0.2, 0.3], [0.1, 0.4, 0.1], [0.1, 0.0, -0.2], [-0.1, -0.1, 0.3], [0.3, 0.2, -0.1], [-0.2, 0.1, -0.1], [-0.3, 0.4, -0.1], [0.1, -0.1, -0.2], [-0.2, 0.0, 0.2], [0.5, 0.4, 0.1], [-0.2, 0.1, -0.3], [-0.2, 0.3, -0.1], [0.0, -0.1, 0.3], [0.0, 0.0, -0.3], [-0.3, 0.2, 0.1], [0.2, 0.2, 0.1], [-2.1, -1.9, 0.0], [0.0, -0.1, -0.2], [0.3, 0.1, -0.1], [0.0, -0.2, 0.0], [-0.2, 0.1, 0.1], [0.2, 0.0, -0.1], [-0.1, 0.1, 0.2], [0.1, -0.2, 0.0], [0.0, 0.1, -0.3], [0.1, 0.0, 0.3], [0.1, 0.1, -0.2], [-0.3, 0.2, 0.0], [0.0, -0.2, 0.0], [-0.3, -0.1, 0.1], [0.1, 0.2, 0.2], [0.1, 0.1, -0.2], [0.1, -0.2, 0.0], [0.1, -0.1, -0.2], [0.2, -0.1, -0.2], [-0.2, -0.2, 0.1], [0.0, -0.1, 0.3], [1.9, 1.3, 0.0], [0.2, -0.2, -0.2], [0.4, -0.2, -0.6], [-0.2, 0.2, 0.4], [0.9, 0.1, -1.6], [0.0, -0.1, -0.1], [-0.8, -0.3, 1.5], [0.0, 0.3, -0.1], [0.2, -0.2, 0.0], [-0.1, -0.2, -0.1], [-0.2, 0.3, 0.2], [0.1, 0.0, -0.1]]}


No. 2
{"formula": "C19H43IrO2P3S", "method": "ωB97M-V/def2-TZVPD", "relative_energy_kj_mol": 0.0, "total_charge": 3, "lumo_energy_ev": [-8.179, -12.643], "largest_force_ev_per_a": 2.358, "mol_weight_g_mol": 620.76, "e_homo_ev": [-15.87, -16.32], "gap_ev": [7.69, 3.68], "spin_multiplicity": 5, "elements": ["Ir", "P", "P", "P", "H", "C", "C", "H", "C", "C", "C", "C", "C", "C", "C", "C", "C", "H", "H", "H", "H", "H", "H", "H", "H", "H", "H", "H", "H", "H", "H", "H", "H", "H", "H", "H", "H", "H", "H", "H", "H", "H", "H", "H", "H", "H", "C", "C", "C", "C", "C", "C", "O", "H", "H", "H", "H", "H", "H", "C", "S", "C", "O", "H", "H", "H", "H", "H", "H"], "xyz": [[-0.265606, 0.101309, 0.695871], [0.161606, -1.757434, 2.051945], [-2.216083, 0.490138, 1.594116], [0.812061, 1.789724, 1.640964], [3.319962, 0.978415, -6.189700], [4.026244, 1.135539, -5.359992], [4.530032, 0.131219, -4.622427], [4.233935, -0.926446, -4.709750], [-0.282361, -3.272597, 1.134744], [-0.577697, -1.921880, 3.722028], [1.978532, -1.835516, 2.241908], [-3.073186, 1.835742, 0.710507], [-3.333116, -0.948949, 1.465767], [-2.355117, 0.956704, 3.356971], [2.512845, 1.836273, 0.996244], [1.012419, 1.786729, 3.450479], [0.068158, 3.386243, 1.184674], [4.309893, 2.175731, -5.130481], [5.282143, 0.372444, -3.858740], [0.051356, -3.152608, 0.097446], [-1.367083, -3.430036, 1.123479], [0.204789, -4.146917, 1.582093], [-1.667507, -2.031042, 3.661575], [-0.350057, -1.045082, 4.339235], [-0.168370, -2.808747, 4.220151], [2.429673, -1.687045, 1.250825], [2.280897, -2.812547, 2.638539], [2.330152, -1.034152, 2.906624], [-4.004287, 2.062385, 1.249865], [-3.298894, 1.509196, -0.315300], [-2.439363, 2.732355, 0.656593], [-4.048027, -0.918605, 2.305923], [-2.780234, -1.902507, 1.500433], [-3.885030, -0.907749, 0.512585], [-2.901842, 1.910182, 3.423594], [-1.373344, 1.076719, 3.831225], [-2.914914, 0.171787, 3.888469], [3.127105, 2.529657, 1.584867], [2.515837, 2.160638, -0.053662], [2.965026, 0.835931, 1.050689], [1.989114, 2.225589, 3.701191], [0.980963, 0.771361, 3.869759], [0.238028, 2.393348, 3.938101], [0.832568, 4.168803, 1.255449], [-0.765582, 3.643163, 1.849750], [-0.305365, 3.349544, 0.153201], [1.145758, -0.295465, -1.914130], [0.543423, 0.749599, -2.658294], [1.325815, 1.877399, -2.943429], [2.709250, 1.830003, -2.670980], [3.308611, 0.628022, -2.252145], [2.544473, -0.517174, -2.077960], [0.528487, -0.936311, -0.959171], [-1.266759, 0.578581, -0.534603], [-0.538536, 0.682373, -2.820414], [0.873621, 2.778795, -3.372592], [3.355459, 2.711282, -2.864197], [4.386258, 0.580904, -2.175300], [2.890764, -1.509260, -1.822170], [-3.282906, -0.788085, -2.501458], [-2.027731, -1.980725, -1.982956], [-3.009154, -3.400010, -1.580644], [-1.169303, -2.283251, -3.163012], [-2.981211, 0.237412, -2.217704], [-4.211963, -1.044791, -1.973333], [-3.431921, -0.868771, -3.595000], [-3.218564, -3.898379, -2.532333], [-3.922511, -3.096780, -1.062808], [-2.371631, -4.012379, -0.923194]], "forces_ev_per_angstrom": [[-0.4, -1.1, -2.0], [-0.3, -0.6, 0.3], [-1.2, 0.6, 0.9], [1.0, 1.4, 0.8], [0.4, 0.1, 0.5], [-0.1, -0.2, 0.2], [0.0, 0.4, -0.2], [0.3, 0.6, -0.2], [0.1, 0.0, 0.0], [0.1, 0.0, -0.2], [-0.1, 0.2, -0.1], [-0.3, -0.1, 0.2], [-0.3, -0.2, -0.1], [0.0, 0.0, 0.1], [0.3, 0.1, 0.0], [0.2, 0.2, 0.3], [0.1, 0.3, 0.0], [0.0, -0.6, -0.4], [-0.2, -0.3, -0.6], [0.1, -0.1, 0.2], [0.2, 0.0, 0.2], [-0.1, 0.1, -0.1], [0.3, 0.0, 0.0], [0.0, -0.2, -0.2], [0.0, 0.1, -0.1], [-0.1, -0.1, 0.2], [-0.1, 0.2, 0.0], [-0.1, -0.3, -0.1], [0.2, 0.1, -0.3], [0.0, 0.2, 0.4], [-0.3, -0.3, 0.1], [0.1, -0.1, -0.5], [-0.2, 0.5, 0.1], [0.1, 0.0, 0.4], [0.1, -0.4, 0.1], [-0.4, -0.1, -0.2], [0.2, 0.4, -0.1], [-0.1, -0.1, -0.1], [-0.1, -0.1, 0.3], [-0.1, 0.3, 0.0], [-0.3, -0.1, 0.0], [0.0, 0.3, -0.2], [0.2, -0.1, -0.1], [-0.2, 0.0, 0.0], [0.2, -0.1, -0.1], [0.2, 0.0, 0.2], [0.5, -0.4, 0.9], [-0.1, 1.7, -0.1], [-1.0, -0.8, -0.2], [0.0, 1.1, -0.4], [-0.2, -2.0, -0.2], [0.4, 1.1, 0.7], [0.8, -0.6, -1.6], [0.0, -0.3, 0.6], [0.4, 0.4, 0.0], [0.2, -0.5, 0.1], [-0.6, -0.7, 0.2], [-0.2, 0.0, 0.3], [0.5, 0.2, 0.2], [-0.2, 0.8, 0.0], [-0.5, 0.3, -1.5], [0.5, -0.8, 0.5], [-0.2, 0.1, 0.9], [0.0, -0.6, -0.2], [0.3, 0.0, -0.2], [0.2, -0.1, 0.5], [0.0, 0.0, 0.2], [0.2, 0.0, -0.1], [-0.4, -0.1, -0.4]]}